[1]
ORCA calculation (ωB97M-V/def2-TZVPD) on a cluster of 8 separate species, C20H57N4O10 in total at a distorted geometry.

Each line ends with the Löwdin charge.
Geometry (Å):
C1 -14.67051 -6.15955 -16.49308  -0.67
O1 -13.84273 -5.44425 -15.93440  -0.03
O2 -15.77417 -5.44642 -17.08413  -0.02
O3 -14.56329 -7.42717 -16.70909  -0.06
H1 -15.61817 -4.51634 -16.70264  0.12
C2 -21.34912 -0.12771 -14.33892  -0.08
C3 -21.22496 -1.40185 -15.19630  -0.45
C4 -19.76579 -1.74565 -15.46120  -0.19
O4 -19.86509 -2.73385 -16.53219  -0.22
C5 -18.60060 -3.45681 -16.78899  -0.07
N1 -21.78743 -2.59214 -14.54199  0.04
H2 -21.47636 -0.51781 -13.36463  0.04
H3 -22.36144 0.29841 -14.55265  0.07
H4 -20.53791 0.72729 -14.57370  0.12
H5 -21.69859 -1.05995 -16.06870  0.11
H6 -19.28124 -2.07172 -14.63903  0.09
H7 -19.24645 -0.95122 -16.03450  0.13
H8 -18.50391 -4.22295 -15.97447  0.10
H9 -17.69183 -2.85691 -16.99805  0.09
H10 -18.78153 -4.32435 -17.36494  0.05
H11 -21.03155 -3.08276 -14.14625  0.04
H12 -22.21854 -3.25159 -15.30409  0.13
C6 -19.24656 -8.58909 -19.34035  -0.08
C7 -17.84766 -7.85358 -19.00460  -0.38
C8 -17.72249 -6.43856 -19.62547  -0.30
O5 -17.85768 -6.57698 -20.95213  -0.18
C9 -17.87488 -5.24529 -21.65491  -0.04
N2 -17.79915 -7.68372 -17.53268  0.07
H13 -19.14280 -9.89225 -19.24315  0.14
H14 -19.73149 -8.14649 -20.20368  0.03
H15 -19.97647 -8.29817 -18.48607  0.07
H16 -16.97752 -8.45418 -19.51794  0.15
H17 -16.63461 -5.98300 -19.33984  0.15
H18 -18.34007 -5.83777 -19.20249  0.04
H19 -18.50286 -5.45657 -22.54965  0.09
H20 -16.88129 -4.81023 -21.77157  0.08
H21 -18.60282 -4.49774 -21.25429  0.09
H22 -17.03437 -7.05255 -17.50901  0.01
H23 -17.62794 -8.49893 -17.05016  0.01
C10 -12.24443 -1.44973 -18.83572  -0.11
C11 -12.81429 -2.12414 -17.58443  -0.44
C12 -14.11940 -1.37985 -17.08219  -0.13
O6 -13.74283 -0.12214 -16.34718  -0.23
C13 -14.82730 0.52165 -15.69993  -0.14
N3 -13.18573 -3.49994 -17.91574  0.03
H24 -11.80868 -0.21414 -18.86394  0.14
H25 -12.90667 -1.49689 -19.71961  0.05
H26 -11.30529 -1.95119 -19.33891  0.08
H27 -12.23220 -2.25767 -16.74591  0.10
H28 -14.59015 -2.09022 -16.28579  0.13
H29 -14.71218 -1.17585 -18.02965  0.13
H30 -14.38857 1.43998 -15.26006  0.10
H31 -15.11284 -0.13691 -14.89942  0.05
H32 -15.78542 0.55662 -16.27879  0.09
H33 -13.41658 -3.91641 -17.08226  -0.03
H34 -12.42761 -4.17185 -18.41770  0.15
C14 -13.71377 -5.48431 -21.67442  -0.08
C15 -14.11270 -6.60573 -20.79563  -0.46
C16 -13.57681 -7.98161 -21.29527  -0.22
O7 -14.11999 -8.26305 -22.50459  -0.16
C17 -13.53264 -9.27240 -23.30650  -0.05
N4 -13.44745 -6.32916 -19.52489  0.05
H35 -12.61358 -5.44967 -21.98456  0.11
H36 -13.82880 -4.42228 -21.28831  0.10
H37 -14.14920 -5.50035 -22.57395  0.02
H38 -15.14190 -6.70572 -20.78094  0.09
H39 -13.79304 -8.66852 -20.62701  0.07
H40 -12.40811 -7.82068 -21.50084  0.16
H41 -12.26457 -9.09798 -23.14512  0.16
H42 -13.67958 -9.11167 -24.21376  -0.01
H43 -13.77609 -10.19846 -23.08203  0.03
H44 -13.79165 -7.13184 -18.87108  0.09
H45 -14.14704 -5.52471 -19.28587  0.09
C18 -11.80082 -8.66032 -17.03637  -0.19
O8 -11.63708 -7.57074 -16.16051  -0.16
H46 -12.50119 -9.35596 -16.54236  0.08
H47 -10.76997 -9.05713 -17.26084  0.09
H48 -12.08641 -8.33891 -17.96127  0.01
H49 -12.52788 -7.12679 -15.96074  0.07
C19 -16.00492 -10.12966 -14.83979  -0.15
O9 -16.24210 -9.61343 -16.11120  -0.14
H50 -16.40960 -11.02710 -14.66959  0.03
H51 -16.45242 -9.45423 -14.19220  0.06
H52 -14.89380 -10.20613 -14.83829  0.11
H53 -15.54200 -8.95233 -16.14593  0.02
C20 -14.26334 -3.39879 -13.18055  -0.15
O10 -13.23702 -4.21660 -13.68074  -0.12
H54 -14.31776 -2.53809 -13.73706  0.04
H55 -13.93560 -3.08114 -12.30786  0.02
H56 -15.16901 -4.05583 -13.03809  0.11
H57 -13.42907 -4.47102 -14.58092  0.00

Calculated values
HOMO level in eV: -6.189
Charge: -1
Energy relative to the best compared isomer or geometry (same formula, charge and spin) in eV: 5.657
HOMO-LUMO gap in eV: 8.585

---

[2]
ORCA calculation (ωB97M-V/def2-TZVPD) on a cluster of 7 separate species, C20H58ClO10P3 in total at a distorted geometry.

Each line ends with the Löwdin charge.
Geometry (Å):
C1 -0.86819 -2.52872 3.77811  -0.14
C2 -1.08441 -1.49635 2.61369  -0.46
P1 -1.26312 0.23124 3.29297  0.53
P2 0.98003 0.39546 3.34776  0.38
O1 1.26306 1.79539 4.26094  -0.42
Cl1 1.67612 0.84111 1.39353  0.11
P3 -3.48552 0.17371 3.42090  0.42
O2 -4.04238 1.31912 2.62180  -0.36
O3 -4.19156 -1.29009 3.07115  -0.19
O4 -3.89003 0.48381 5.03460  -0.21
H1 0.03615 -2.19804 4.31096  0.05
H2 -1.70447 -2.56613 4.48351  0.06
H3 -0.61262 -3.51257 3.37291  0.08
H4 -0.13126 -1.51443 2.05318  0.04
H5 -1.85553 -1.79842 1.89652  0.06
H6 -1.21313 0.40940 4.73023  0.00
H7 -1.38175 1.33051 2.37674  0.01
H8 0.40430 2.18956 4.44060  0.01
H9 -3.98429 -1.95268 3.73345  0.04
H10 -3.32874 -0.05994 5.58939  0.03
C3 0.22745 2.03057 -2.64926  -0.06
C4 1.69822 2.02285 -3.03321  -0.50
C5 1.89678 1.52316 -4.45558  -0.06
O5 2.43140 1.19681 -2.12723  -0.08
H11 -0.18932 1.01914 -2.69285  0.08
H12 0.10153 2.38338 -1.62385  0.08
H13 -0.35254 2.67307 -3.31392  0.07
H14 2.10604 3.03131 -2.93961  0.13
H15 1.53457 0.49577 -4.55766  0.08
H16 2.95706 1.51640 -4.71484  0.08
H17 1.36592 2.15143 -5.17296  0.08
H18 2.08546 0.30340 -2.19633  0.08
C6 6.40872 5.23495 -2.03733  -0.06
C7 5.77713 4.99043 -3.39946  -0.50
C8 4.38603 5.59918 -3.48249  -0.06
O6 5.70478 3.58729 -3.65190  -0.06
H19 5.81101 4.77356 -1.24590  0.07
H20 7.40237 4.78674 -1.99058  0.08
H21 6.49734 6.30262 -1.82741  0.08
H22 6.41070 5.41789 -4.17845  0.14
H23 3.72359 5.14814 -2.73780  0.07
H24 3.94333 5.40848 -4.46159  0.08
H25 4.41193 6.67775 -3.31603  0.08
H26 5.14878 3.19185 -2.97306  0.08
C9 -3.41746 0.98443 -5.82865  -0.06
C10 -3.41529 1.94678 -4.65070  -0.50
C11 -4.77578 2.60085 -4.46696  -0.06
O7 -2.42015 2.95029 -4.85011  -0.06
H27 -3.64503 1.51264 -6.75891  0.08
H28 -2.43373 0.52822 -5.95207  0.08
H29 -4.15498 0.19159 -5.69083  0.08
H30 -3.14147 1.41038 -3.74040  0.14
H31 -5.04775 3.18193 -5.35288  0.08
H32 -4.75697 3.29240 -3.62364  0.08
H33 -5.55285 1.85539 -4.28914  0.08
H34 -2.64462 3.43528 -5.64874  0.09
C12 -4.27140 -6.93003 2.99077  -0.06
C13 -4.23159 -5.94543 4.14719  -0.49
C14 -5.56874 -5.24196 4.32245  -0.06
O8 -3.20747 -4.97749 3.91777  -0.07
H35 -4.48476 -6.41124 2.05242  0.07
H36 -3.30476 -7.42157 2.87015  0.08
H37 -5.03407 -7.69522 3.14704  0.08
H38 -3.97112 -6.47069 5.06758  0.14
H39 -5.82572 -4.67182 3.42474  0.08
H40 -5.52299 -4.53238 5.15084  0.08
H41 -6.36950 -5.95636 4.52041  0.08
H42 -3.42436 -4.50553 3.10586  0.06
C15 6.17724 3.34113 2.21149  -0.07
C16 6.22038 2.08753 3.07235  -0.50
C17 6.42001 0.84178 2.22246  -0.06
O9 5.01091 1.97318 3.81815  -0.06
H43 5.34149 3.29650 1.50705  0.08
H44 6.02643 4.22606 2.83173  0.08
H45 7.10258 3.46536 1.64509  0.08
H46 7.03087 2.16955 3.79875  0.14
H47 5.59209 0.71828 1.51832  0.08
H48 6.44193 -0.05008 2.85072  0.08
H49 7.35236 0.89311 1.65649  0.08
H50 4.28093 1.89742 3.19321  0.06
C18 -1.97085 -2.87870 -1.08450  -0.06
C19 -1.95145 -4.13353 -0.22737  -0.50
C20 -1.80463 -5.38430 -1.07904  -0.06
O10 -3.15771 -4.20047 0.53448  -0.06
H51 -2.81817 -2.88960 -1.77551  0.09
H52 -2.08365 -1.99107 -0.45939  0.07
H53 -1.05204 -2.78179 -1.66540  0.08
H54 -1.12578 -4.07798 0.48547  0.13
H55 -2.64598 -5.48114 -1.77104  0.08
H56 -1.80226 -6.27663 -0.45118  0.08
H57 -0.87988 -5.36271 -1.65778  0.08
H58 -3.89327 -4.25049 -0.08243  0.09

Calculated values
HOMO level in eV: -8.096
SMILES: CC[PH2](P(O)Cl)P(=O)(O)O.CC(C)O.CC(C)O.CC(C)O.CC(C)O.CC(C)O.CC(C)O
HOMO-LUMO gap in eV: 8.084